55
Properties=species:S:1:pos:R:3:forces:R:3:mulliken_charge:R:1 method="wB97M-V/def2-TZVPD" energy_ev=-84895.911 charge=0 max_force_ev_per_a=1.3
Pd 0.163 -0.718 -0.315 0.56 1.16 0.22 0.04
Cl -2.620 -4.273 5.502 0.01 0.04 -0.02 -0.24
C -1.851 -3.233 4.335 -0.03 -0.05 0.20 0.08
C -0.980 -2.236 4.775 -0.07 -0.08 0.02 -0.56
C -0.362 -1.439 3.854 0.03 0.04 -0.10 0.26
Cl 0.738 -0.217 4.418 0.01 -0.01 -0.04 -0.23
C -0.549 -1.559 2.440 -0.17 -0.19 0.10 -0.04
O 0.147 -0.769 1.702 0.00 0.00 0.00 -0.14
C -1.472 -2.578 2.029 0.18 0.15 0.33 1.27
C -1.876 -2.917 0.669 -0.29 -0.29 0.23 -0.34
O -1.541 -2.420 -0.380 -0.17 -0.27 -0.53 -0.36
C -2.087 -3.390 3.001 -0.06 -0.03 -0.14 -1.18
H -0.789 -2.092 5.830 -0.01 -0.03 -0.02 0.45
H -2.609 -3.748 0.619 0.04 -0.02 0.22 0.18
H -2.766 -4.165 2.665 0.01 0.02 0.05 0.35
N -1.747 -0.576 -3.211 0.08 -0.10 -0.05 -0.38
C -0.425 -0.793 -3.351 0.12 0.09 -0.10 0.24
N 0.420 -0.818 -2.354 0.14 -0.03 -0.10 0.38
C 1.715 -1.105 -2.786 -0.07 -0.05 0.20 -0.49
C 1.856 -1.215 -4.117 0.06 -0.05 -0.25 -0.25
S 0.328 -1.019 -4.895 -0.08 0.04 -0.02 -0.23
C 2.728 -1.304 -1.747 -0.14 0.09 0.11 -0.27
C 4.068 -1.366 -1.868 0.18 0.00 -0.13 -0.19
S 4.796 -1.501 -0.307 -0.02 -0.01 0.09 -0.23
C 3.216 -1.457 0.421 0.15 0.00 0.14 0.39
N 2.251 -1.388 -0.450 -0.24 -0.22 -0.38 -0.05
N 3.001 -1.492 1.751 -0.03 -0.10 -0.06 -0.36
H -2.115 -0.781 -2.293 -0.07 0.15 0.07 0.13
H -2.346 -0.774 -3.992 -0.03 0.00 0.01 0.27
H 2.743 -1.435 -4.688 -0.04 -0.01 0.06 0.45
H 4.670 -1.317 -2.761 -0.04 0.02 0.06 0.45
H 3.766 -1.366 2.388 0.02 0.04 -0.01 0.22
H 2.073 -1.202 2.053 -0.02 0.04 0.00 0.14
C 0.896 4.441 -0.787 0.02 -0.08 0.02 -1.04
N 1.368 3.090 -0.556 0.04 -0.03 -0.05 0.12
C 1.468 2.342 -1.794 0.10 0.04 0.05 -0.73
C 0.664 2.352 0.494 -0.03 0.11 -0.06 -1.59
C -0.796 2.017 0.232 -0.12 0.09 -0.02 1.49
C -1.740 3.033 0.409 -0.01 -0.09 0.02 -0.63
C -3.094 2.820 0.197 0.02 0.05 0.02 -0.82
C -3.531 1.552 -0.147 0.01 -0.05 -0.01 -0.89
C -2.605 0.525 -0.297 -0.04 0.04 0.06 -0.51
C -1.236 0.741 -0.150 0.02 -0.34 -0.21 0.86
H 1.616 4.964 -1.421 -0.03 -0.01 0.00 0.36
H 0.832 4.975 0.163 -0.01 -0.01 -0.02 0.32
H -0.086 4.488 -1.281 -0.02 0.01 0.02 0.35
H 2.071 2.907 -2.508 -0.01 0.00 0.01 0.47
H 0.491 2.133 -2.258 -0.01 -0.02 0.00 0.27
H 1.970 1.389 -1.603 -0.07 0.06 -0.01 0.02
H 0.724 2.944 1.411 0.03 0.03 -0.02 0.67
H 1.222 1.433 0.662 0.01 -0.07 0.06 0.00
H -1.406 4.007 0.749 0.01 0.00 -0.04 0.45
H -3.802 3.631 0.327 0.02 -0.03 0.02 0.40
H -4.589 1.353 -0.280 0.04 0.00 0.01 0.40
H -2.982 -0.473 -0.497 0.03 -0.01 -0.04 0.29

=====

52
Properties=species:S:1:pos:R:3:forces:R:3:mulliken_charge:R:1 method="wB97M-V/def2-TZVPD" energy_ev=-47391.736 charge=+3 max_force_ev_per_a=5.7
C -1.190 -2.358 3.572 0.06 -0.33 0.76 -1.30
C -0.429 -2.770 2.242 -0.13 -0.47 0.37 0.23
C -1.507 -3.438 1.190 0.28 -0.50 -0.40 -0.82
C 0.441 -1.675 1.498 0.44 -0.37 0.01 0.04
C 0.508 -0.201 2.073 0.41 0.78 -0.93 -1.03
C -0.063 0.958 1.078 -0.49 -0.28 1.30 0.45
C -1.657 1.086 0.905 0.31 -0.02 -0.40 0.54
C -2.521 0.735 2.201 -3.38 -3.40 -2.07 -0.26
O -3.463 -0.091 2.041 4.15 3.74 1.14 -0.37
I -2.303 1.553 4.193 -0.15 -0.30 -0.89 0.39
O 0.211 2.147 1.917 1.34 2.74 -1.85 -0.28
C 0.890 3.153 1.189 -0.16 -1.75 -0.12 0.58
O 1.113 4.335 1.535 -0.68 -4.18 -1.24 -0.68
O 1.320 2.505 0.012 -0.47 2.63 1.11 -0.44
C 0.727 1.184 -0.334 1.12 1.32 1.30 0.42
C 2.116 0.353 -0.541 -0.35 0.40 0.53 -0.44
C 3.027 0.919 -1.738 0.54 -1.26 0.45 -0.63
C 3.212 -0.182 -2.916 3.42 0.50 -1.98 0.33
O 4.294 -0.211 -3.528 -4.15 0.10 2.18 -0.37
O 2.223 -1.150 -3.253 0.06 1.84 0.81 -0.42
C -0.119 1.594 -1.632 0.53 1.05 0.52 -1.20
C -0.854 0.421 -2.449 -1.33 -0.46 -0.33 0.30
N -0.270 0.422 -3.869 -1.66 -0.61 0.26 -0.38
N -2.296 0.793 -2.648 2.51 -0.44 1.59 -0.37
N -0.723 -0.948 -1.958 0.00 2.17 0.51 -0.10
H -0.505 -1.843 4.352 -0.85 -0.76 -1.32 0.35
H -2.109 -1.695 3.443 1.23 -0.89 -0.10 0.16
H -1.554 -3.322 4.088 0.51 1.48 -0.89 0.45
H 0.273 -3.650 2.513 -1.10 1.46 -0.43 0.35
H -0.997 -4.374 0.745 -1.09 1.41 0.77 0.31
H -1.744 -2.755 0.307 0.29 -0.62 1.22 0.12
H -2.492 -3.679 1.709 1.48 0.13 -0.64 0.36
H 0.081 -1.620 0.400 0.48 -0.02 1.34 -0.51
H 1.526 -2.077 1.430 -1.73 0.61 -0.01 0.40
H 0.026 0.001 3.082 0.49 -0.64 -1.32 0.48
H 1.625 0.074 2.207 -1.79 -0.36 -0.15 0.38
H -1.948 2.154 0.568 0.57 -1.58 0.76 0.54
H -1.992 0.392 0.068 0.14 0.68 1.47 -0.41
H 1.964 -0.773 -0.580 0.20 1.47 -0.15 0.35
H 2.710 0.557 0.430 -1.10 -0.40 -1.52 0.50
H 2.725 1.943 -2.137 0.24 -1.55 0.30 0.44
H 4.093 1.054 -1.314 -1.72 -0.26 -0.90 0.36
H 1.838 -0.931 -4.132 0.76 -0.21 0.38 0.35
H 0.610 2.119 -2.362 -1.13 -1.10 1.00 0.32
H -0.880 2.417 -1.351 1.26 -1.45 -0.26 0.52
H -0.858 1.118 -4.370 0.84 -0.32 -0.16 0.37
H -0.594 -0.496 -4.255 0.41 0.71 -0.03 0.42
H -2.894 0.407 -1.902 -0.30 0.18 -0.85 0.36
H -2.403 1.811 -2.759 -0.22 -0.63 -0.12 0.34
H -1.411 -1.225 -1.246 0.31 -0.26 -0.54 0.26
H 0.239 -1.238 -1.737 -0.41 -0.03 -0.50 0.27
Al 1.983 6.499 2.022 0.02 0.01 0.03 0.98

=====

66
Properties=species:S:1:pos:R:3:forces:R:3:mulliken_charge:R:1 method="wB97M-V/def2-TZVPD" energy_ev=-90384.835 charge=+1 spin_multiplicity=4 max_force_ev_per_a=0.2
Mn -0.149 0.017 0.235 -0.01 0.10 -0.14 -0.60
C -2.472 2.920 -2.837 0.00 -0.02 0.01 -1.75
C -2.426 1.894 -1.704 -0.01 -0.01 0.00 1.63
C -3.825 1.645 -1.127 -0.01 0.00 0.00 -1.60
C -1.841 0.601 -2.186 -0.01 -0.01 0.02 -0.10
C -2.021 -0.006 -3.422 0.02 0.02 -0.03 -1.01
C -1.305 -1.191 -3.378 0.00 -0.01 0.01 -0.54
N -0.736 -1.306 -2.183 -0.02 0.00 0.00 -0.05
N -1.068 -0.224 -1.436 -0.03 0.00 0.03 0.97
B 0.151 -2.399 -1.562 0.02 0.03 -0.01 0.02
N -0.505 -2.797 -0.239 0.01 -0.01 0.00 0.00
C -0.909 -4.013 0.116 0.01 0.00 0.01 -0.34
C -1.420 -3.945 1.391 -0.01 0.00 0.01 -1.38
C -1.301 -2.616 1.787 0.01 0.00 -0.01 0.41
N -0.734 -1.905 0.774 -0.02 0.06 0.01 0.68
C -1.760 -2.155 3.143 0.00 0.01 0.01 0.49
C -0.611 -1.653 4.022 0.01 0.00 -0.01 -1.11
C -2.997 -1.256 3.071 0.00 -0.01 -0.01 -1.15
N 1.505 -1.757 -1.207 -0.01 -0.01 -0.01 -0.06
C 2.747 -2.024 -1.596 -0.01 0.01 -0.01 -0.48
C 3.614 -1.150 -0.961 0.02 0.01 0.01 -1.04
C 2.823 -0.332 -0.164 -0.03 0.02 -0.04 -0.19
N 1.535 -0.727 -0.327 0.06 -0.07 0.10 1.02
C 3.267 0.752 0.771 -0.01 -0.02 0.02 1.72
C 3.593 0.145 2.143 0.00 0.01 -0.02 -1.58
C 4.474 1.500 0.207 0.01 0.02 0.00 -1.83
H -2.828 3.874 -2.452 0.00 0.00 0.00 0.42
H -1.488 3.074 -3.283 0.00 0.00 0.00 0.37
H -3.157 2.606 -3.625 0.00 0.01 0.00 0.39
H -1.789 2.284 -0.912 0.00 0.01 0.00 -0.11
H -4.498 1.279 -1.903 0.00 0.00 0.00 0.40
H -3.805 0.914 -0.319 0.00 0.00 0.00 0.31
H -4.234 2.576 -0.735 0.00 0.00 0.00 0.44
H -2.596 0.372 -4.248 0.00 0.01 0.00 0.52
H -1.169 -1.960 -4.120 0.00 -0.01 0.01 0.54
H 0.286 -3.326 -2.296 0.00 -0.01 0.00 -0.03
H -0.802 -4.841 -0.565 0.01 0.00 0.00 0.50
H -1.830 -4.746 1.981 0.00 0.00 0.00 0.51
H -2.101 -3.080 3.613 0.00 0.00 0.01 0.39
H -0.058 -0.833 3.578 0.00 -0.01 0.02 -0.05
H -0.998 -1.318 4.983 -0.01 -0.01 0.00 0.40
H 0.096 -2.464 4.207 0.00 0.00 0.00 0.41
H -2.849 -0.373 2.460 0.00 0.01 0.00 -0.01
H -3.834 -1.811 2.645 0.00 0.00 0.00 0.41
H -3.280 -0.933 4.072 0.00 0.00 0.00 0.40
H 2.937 -2.816 -2.301 0.00 -0.01 0.00 0.54
H 4.683 -1.108 -1.063 0.00 0.00 0.00 0.53
H 2.447 1.459 0.893 0.00 0.01 0.00 -0.12
H 4.432 -0.548 2.061 0.00 0.00 0.00 0.41
H 3.871 0.936 2.839 0.00 0.00 0.00 0.43
H 2.744 -0.395 2.561 -0.01 -0.01 0.00 0.28
H 5.354 0.856 0.165 0.00 0.00 0.00 0.45
H 4.286 1.882 -0.797 0.00 0.00 0.00 0.35
H 4.713 2.344 0.852 0.00 0.00 0.00 0.41
O -0.446 2.938 1.993 0.01 0.02 -0.01 -0.59
Cl -0.758 1.600 2.247 0.01 -0.10 -0.06 2.03
O 0.448 0.708 2.018 -0.04 0.03 0.03 -0.68
O -1.328 1.351 3.498 0.00 0.00 0.00 -0.54
O -1.621 1.028 1.136 0.05 0.02 0.03 -0.69
O 0.458 1.655 -0.413 0.00 -0.10 0.05 0.23
N 0.956 1.682 -1.650 0.00 0.02 0.00 -0.37
C 1.596 2.766 -1.904 0.00 0.00 0.01 1.04
C 1.792 3.808 -0.930 0.02 0.00 0.00 -0.01
N 1.974 4.612 -0.132 -0.02 0.00 0.01 -0.45
C 2.158 2.905 -3.218 -0.02 0.01 -0.02 -0.09
N 2.609 3.024 -4.266 0.01 -0.01 0.00 -0.42

=====

55
Properties=species:S:1:pos:R:3:forces:R:3:mulliken_charge:R:1 method="wB97M-V/def2-TZVPD" energy_ev=-36352.416 charge=+1 max_force_ev_per_a=14.1
N 1.342 0.381 -1.595 -2.25 0.43 0.08 0.01
C 0.767 -0.244 -0.337 0.02 1.10 -1.32 -0.32
C -0.067 0.900 0.352 1.49 -5.47 4.24 -0.08
O 1.022 1.350 1.125 -0.35 1.45 0.21 -0.45
C -0.207 -1.186 -0.870 -2.67 -5.03 -0.72 -0.35
N -0.914 -2.018 -0.081 -1.33 0.08 0.12 0.16
C -0.330 -2.402 1.148 0.78 -2.58 2.80 -0.40
O -0.488 -1.462 -2.032 1.26 3.36 -2.49 -0.64
H 1.219 -0.258 -2.446 0.54 0.82 1.24 0.46
H 2.287 0.662 -1.325 -0.08 0.44 -1.04 0.18
H 0.619 1.168 -1.807 2.19 -1.11 -0.06 0.51
H 1.683 -0.621 0.263 -2.15 0.42 -0.77 0.33
H -0.498 1.615 -0.251 -1.05 1.32 -1.59 0.65
H -0.879 0.331 1.077 1.66 1.65 -1.88 -0.12
H 0.682 2.124 1.551 0.40 1.27 0.82 0.28
H -1.611 -2.585 -0.737 2.11 1.24 2.51 0.41
H 0.356 -1.687 1.643 -0.73 0.08 -0.77 -0.08
H 0.268 -3.337 1.076 0.28 0.43 -0.72 0.26
H -0.948 -2.789 1.986 -0.78 1.00 -0.70 0.34
H -2.570 2.548 -1.790 -2.00 2.16 0.51 0.27
H -2.343 1.182 -2.277 0.31 -0.07 -0.29 0.36
O -1.876 1.967 -1.922 2.26 -1.65 -0.11 -0.62
H -3.383 -0.759 -2.616 0.38 2.00 -0.09 0.37
H -3.118 -0.229 -4.007 0.04 1.01 0.78 0.32
O -3.203 0.135 -3.092 -0.72 -3.32 -0.94 -0.70
H 0.496 -0.512 3.853 -1.09 1.40 0.08 0.30
H -0.162 -0.057 5.148 -0.30 0.19 0.35 0.27
O -0.235 0.088 4.204 1.27 -1.25 -0.51 -0.61
H -4.242 -0.728 2.714 -2.07 -2.67 3.89 0.25
H -3.588 0.611 2.454 -0.31 -1.49 -0.41 0.38
O -3.885 -0.265 2.050 2.33 3.80 -3.87 -0.59
H 2.336 0.067 2.105 0.30 1.78 -0.81 0.19
H 2.473 -1.318 2.407 -0.11 -0.22 0.61 0.31
O 1.971 -0.547 2.706 0.02 -2.07 0.84 -0.59
H 2.264 4.254 1.247 0.65 0.14 -0.03 0.28
H 0.952 4.913 0.872 -0.44 0.99 -0.58 0.29
O 1.323 4.199 1.358 -0.30 -1.04 0.66 -0.57
H 0.091 0.504 -4.386 1.52 0.81 -0.43 0.31
H 1.561 1.212 -4.781 -0.57 -0.14 -0.86 0.26
O 0.968 0.878 -4.113 -1.05 -0.67 0.91 -0.59
H -2.571 2.412 3.807 0.02 -0.67 -0.12 0.32
H -1.659 1.117 3.588 -1.80 0.48 0.31 0.40
O -2.620 1.461 3.597 1.92 0.39 0.06 -0.70
H 4.355 -1.303 0.659 0.71 -0.38 -0.42 0.27
H 4.213 0.218 0.111 0.16 -1.08 0.22 0.35
O 3.921 -0.467 0.751 -0.86 0.90 0.40 -0.56
H 0.268 -4.374 -2.477 2.86 3.57 1.86 0.33
H 1.401 -3.262 -2.535 7.15 4.04 -7.94 0.23
O 0.865 -3.580 -1.992 -9.60 -8.27 6.11 -0.54
H 5.036 1.091 -1.629 5.04 -0.97 -2.77 0.25
H 4.293 2.054 -0.884 -0.28 0.89 0.37 0.30
O 4.246 1.178 -1.249 -4.60 0.70 2.03 -0.65
H -3.616 -1.104 -0.427 1.15 1.99 2.37 0.28
H -4.604 -1.832 -1.058 -0.52 -0.73 -0.61 0.28
O -3.658 -1.691 -1.137 -0.78 -1.42 -1.49 -0.63